{"formula": "C19H26BF2N3O4", "method": "the ωB97M-V functional and the def2-TZVPD basis", "elements": ["C", "C", "B", "O", "C", "O", "C", "O", "O", "C", "C", "C", "N", "N", "N", "H", "H", "H", "H", "H", "H", "H", "H", "H", "H", "H", "H", "H", "H", "H", "H", "F", "C", "C", "C", "C", "C", "C", "H", "H", "H", "H", "H", "F", "C", "C", "C", "C", "C", "C", "H", "H", "H", "H", "H"], "coordinates": [[-4.2351, -0.6970, 0.8299], [-3.7513, 0.1591, -0.3640], [-2.1747, 0.3338, -0.3691], [-1.4693, 0.1928, -1.5045], [-1.3689, 0.6465, 0.9593], [-0.1657, -0.1010, 1.1938], [0.2738, 0.4652, 2.3632], [0.6184, -0.0740, 3.2872], [0.1826, 1.7923, 2.1777], [-0.9306, 2.0791, 1.2787], [-0.3778, 2.9466, 0.1817], [-1.4211, 3.8591, -0.5289], [-1.4411, 3.6168, -1.9658], [-1.1452, 5.2933, -0.3266], [-2.7863, 3.6021, -0.0636], [-3.4385, -1.3601, 1.1420], [-5.1511, -1.2325, 0.6331], [-4.4006, -0.0471, 1.6815], [-4.1649, 1.1641, -0.3253], [-4.0027, -0.3728, -1.2806], [-2.0615, 0.1184, -2.2654], [-1.9934, 0.3948, 1.8239], [-1.6286, 2.6074, 1.9122], [0.1827, 2.3830, -0.5497], [0.3481, 3.5947, 0.6575], [-0.5347, 3.3583, -2.3244], [-2.1432, 2.9281, -2.1967], [-1.6431, 5.6628, 0.4696], [-0.1571, 5.5008, -0.2774], [-3.3456, 4.3087, -0.5392], [-2.8437, 3.8759, 0.9119], [-0.1565, 1.0428, -3.5654], [0.8817, 0.1967, -3.7538], [1.1338, -0.7962, -2.8226], [2.2020, -1.6557, -3.0385], [3.0030, -1.5105, -4.1634], [2.7347, -0.5057, -5.0813], [1.6640, 0.3530, -4.8804], [0.5064, -0.8913, -1.9498], [2.4094, -2.4416, -2.3244], [3.8367, -2.1818, -4.3236], [3.3601, -0.3888, -5.9564], [1.4340, 1.1382, -5.5891], [4.5519, -5.5816, 1.9241], [3.6978, -4.8464, 2.6646], [3.2227, -3.6540, 2.1565], [2.3404, -2.9011, 2.9186], [1.9545, -3.3441, 4.1757], [2.4466, -4.5441, 4.6709], [3.3219, -5.3063, 3.9102], [3.5421, -3.3229, 1.1768], [1.9536, -1.9696, 2.5338], [1.2695, -2.7514, 4.7676], [2.1491, -4.8884, 5.6526], [3.7107, -6.2480, 4.2751]], "e_lumo_ev": 0.390, "smiles": "CCB(O)[C@H]1OC(=O)O[C@H]1CC(N)(N)N.Fc1ccccc1.Fc1ccccc1", "e_homo_ev": -8.998, "homo_lumo_gap_ev": 9.4, "relative_energy_kj_mol": 83.7}

---

{"formula": "C19H26BNO7P2SV", "method": "the ωB97M-V functional and the def2-TZVPD basis", "elements": ["C", "C", "C", "C", "C", "N", "C", "C", "C", "P", "O", "O", "O", "C", "B", "O", "O", "C", "C", "S", "C", "C", "C", "C", "C", "C", "P", "C", "C", "H", "H", "H", "H", "H", "H", "H", "H", "H", "H", "H", "H", "H", "H", "H", "H", "H", "H", "H", "H", "H", "H", "H", "H", "H", "H", "O", "V", "O"], "coordinates": [[3.6915, -2.8882, 1.2970], [2.5477, -2.0335, 0.5840], [3.1002, -1.7647, -0.9002], [2.4233, -0.5981, 1.2680], [1.2255, -0.4523, 2.2843], [0.1747, 0.5471, 1.9238], [-0.7855, 0.0593, 0.9888], [-1.9133, -0.7292, 1.5561], [-2.9775, -1.2428, 0.6771], [-4.4096, -2.1764, 1.4051], [-5.6135, -1.2839, 1.3707], [-4.7591, -3.5706, 0.6074], [-4.1331, -2.5141, 3.0208], [-2.9821, -1.0197, -0.8019], [-4.1106, -1.5164, -1.8412], [-4.3438, -2.8462, -2.1983], [-4.9431, -0.5293, -2.4043], [-1.8663, -0.2388, -1.3691], [-0.8020, 0.2863, -0.4790], [0.5321, 1.2833, -1.1744], [0.9262, 2.3807, 0.2279], [0.6854, 1.8564, 1.6125], [0.9814, 2.7965, 2.7232], [1.4719, 4.1542, 2.4288], [1.7299, 4.6244, 1.0531], [1.4533, 3.7294, -0.0683], [1.7852, 4.3480, -1.8315], [2.8437, 3.0758, -2.7559], [0.1030, 4.3504, -2.6847], [4.6784, -2.3415, 1.2886], [3.7913, -3.8332, 0.6992], [3.3568, -3.1292, 2.3394], [1.5553, -2.5546, 0.5681], [2.2771, -1.6829, -1.6558], [3.7644, -2.6344, -1.1716], [3.7633, -0.8487, -0.9192], [3.3737, -0.4571, 1.8679], [2.4597, 0.1636, 0.4514], [1.5771, -0.2769, 3.3429], [0.7106, -1.4603, 2.3231], [-1.9692, -0.9033, 2.6594], [-5.7110, -3.4892, 0.3850], [-4.2559, -1.6468, 3.4602], [-3.5656, -3.1478, -2.7009], [-4.5244, 0.3266, -2.1920], [-1.7927, -0.0259, -2.4635], [0.8160, 2.4439, 3.7753], [1.6639, 4.8599, 3.2708], [2.1162, 5.6496, 0.8621], [3.4472, 3.5248, -3.5805], [2.1090, 2.3587, -3.2404], [3.4288, 2.4619, -2.0244], [0.1583, 5.1045, -3.5210], [-0.7367, 4.6279, -1.9855], [-0.1691, 3.3387, -3.1094], [-0.7042, -4.8936, -0.2191], [-1.4493, -4.8462, -1.7503], [-2.2049, -4.7761, -3.2793]], "e_lumo_ev": -8.552, "e_homo_ev": -10.920, "homo_lumo_gap_ev": 2.4, "charge": 1}

---

{"formula": "C19H26BrCdClIP2", "method": "the ωB97M-V functional and the def2-TZVPD basis", "elements": ["Cd", "C", "P", "C", "C", "C", "P", "C", "C", "H", "H", "H", "H", "H", "H", "H", "H", "H", "H", "H", "H", "H", "H", "H", "H", "Cl", "C", "C", "C", "C", "C", "C", "C", "H", "H", "H", "H", "H", "H", "Br", "C", "C", "C", "C", "C", "C", "I", "H", "H", "H", "H"], "coordinates": [[1.2952, -1.0347, -1.3334], [1.5477, -1.0239, 2.8503], [0.5622, -0.6642, 1.3525], [-1.0767, -1.2978, 1.8759], [0.3374, 1.1583, 1.5468], [-0.4653, 1.7962, 0.4103], [0.4073, 1.6558, -1.2079], [-0.7483, 2.4772, -2.3609], [1.6910, 2.9517, -1.0174], [1.0338, -0.6135, 3.7198], [2.5394, -0.5832, 2.7653], [1.6564, -2.1016, 2.9721], [-1.2919, -0.9581, 2.8890], [-1.0581, -2.3875, 1.8531], [-1.8568, -0.9511, 1.1986], [1.3376, 1.5961, 1.6129], [-0.1563, 1.3343, 2.5052], [-0.6496, 2.8547, 0.6118], [-1.4376, 1.3065, 0.3130], [-1.0967, 3.4253, -1.9495], [-1.6021, 1.8317, -2.5621], [-0.2246, 2.6593, -3.2998], [1.2159, 3.8965, -0.7523], [2.2315, 3.0714, -1.9563], [2.4037, 2.6681, -0.2435], [3.0312, -3.1772, -0.3637], [3.9645, -1.8564, 0.2774], [4.6118, -2.0178, 1.4897], [5.2900, -0.9442, 2.0431], [5.2865, 0.2807, 1.3874], [4.6536, 0.4201, 0.1635], [3.9996, -0.6556, -0.4498], [3.3847, -0.5475, -1.7873], [4.5888, -2.9762, 1.9915], [5.8138, -1.0622, 2.9818], [5.8058, 1.1235, 1.8252], [4.7144, 1.3642, -0.3648], [3.7694, -1.3025, -2.4695], [3.4816, 0.4455, -2.2166], [-4.0633, 1.5544, -0.5530], [-5.0789, 0.0329, -1.0368], [-6.4544, 0.0985, -0.8747], [-7.2429, -0.9931, -1.1979], [-6.6562, -2.1512, -1.6826], [-5.2831, -2.2201, -1.8509], [-4.4932, -1.1271, -1.5307], [-2.4067, -1.2965, -1.8401], [-6.9019, 1.0072, -0.4969], [-8.3149, -0.9359, -1.0688], [-7.2665, -3.0079, -1.9342], [-4.8290, -3.1231, -2.2351]], "e_lumo_ev": -4.066, "e_homo_ev": -10.740, "homo_lumo_gap_ev": 6.7, "charge": 1}

---

{"formula": "C19H26BrFN4O13PS", "method": "the ωB97M-V functional and the def2-TZVPD basis", "elements": ["N", "C", "N", "P", "O", "Br", "N", "C", "C", "C", "O", "N", "C", "C", "C", "C", "C", "C", "S", "O", "O", "F", "H", "H", "H", "H", "H", "H", "H", "H", "H", "H", "H", "H", "H", "H", "C", "C", "O", "C", "O", "O", "H", "H", "H", "H", "C", "C", "O", "C", "O", "O", "H", "H", "H", "H", "C", "C", "O", "C", "O", "O", "H", "H", "H", "H"], "coordinates": [[3.9121, -1.5073, -0.2965], [3.0800, -2.6660, -0.3008], [3.7678, -3.8834, -0.0704], [3.9057, -4.7137, -1.6802], [5.2089, -5.7480, -1.5941], [4.4646, -3.2016, -3.2615], [1.7690, -2.6422, -0.5062], [0.9171, -3.8743, -0.4905], [-0.4477, -3.7194, 0.2708], [-1.6453, -3.9008, -0.7445], [-1.5582, -3.6677, -1.9270], [-2.9092, -4.4251, -0.2627], [-3.9976, -3.5531, -0.7173], [-5.2727, -4.1395, -1.1512], [-6.3687, -3.2972, -1.6294], [-6.2260, -1.8442, -1.7082], [-4.9823, -1.2353, -1.2569], [-3.9126, -2.0903, -0.7721], [1.1381, -1.0468, -0.8465], [1.7733, -0.4781, -2.0102], [1.1903, -0.2086, 0.3271], [-0.4268, -1.1258, -1.2554], [4.0627, -1.1373, -1.2394], [3.5928, -0.8001, 0.3697], [4.7319, -3.6458, 0.2165], [4.8089, -6.6417, -1.5955], [1.4422, -4.7511, -0.0162], [0.7957, -4.1738, -1.5715], [-0.5827, -2.6991, 0.7291], [-0.6158, -4.4580, 1.0928], [-2.8497, -4.4488, 0.7599], [-5.4654, -5.2406, -1.1305], [-7.3343, -3.7562, -1.9495], [-7.0218, -1.1723, -2.0974], [-4.7996, -0.1347, -1.2824], [-2.9552, -1.6154, -0.4586], [3.0627, 1.5241, 3.2613], [2.1668, 0.3502, 3.5361], [2.9863, -0.4965, 4.3373], [3.9290, 0.2945, 4.9278], [4.6658, -0.0677, 5.7852], [3.9113, 1.5515, 4.4047], [2.5094, 2.4554, 3.1655], [3.6798, 1.3829, 2.3669], [1.2785, 0.6286, 4.1080], [1.8550, -0.1607, 2.6256], [2.7397, 5.4638, 0.6678], [1.5354, 5.5278, -0.2291], [0.7734, 4.3920, 0.1825], [1.1430, 4.1008, 1.4587], [0.5813, 3.3149, 2.1582], [2.2305, 4.8193, 1.8340], [3.1346, 6.4493, 0.9094], [3.5431, 4.8529, 0.2487], [0.9399, 6.4298, -0.0683], [1.7959, 5.4600, -1.2845], [-2.5182, 4.3961, -0.7517], [-2.3358, 4.8373, -2.1775], [-3.6218, 5.3398, -2.5210], [-4.2417, 5.6974, -1.3606], [-5.2604, 6.3041, -1.3035], [-3.5381, 5.2676, -0.2760], [-1.6102, 4.5034, -0.1617], [-2.8716, 3.3640, -0.6749], [-1.6028, 5.6431, -2.2762], [-2.0503, 4.0175, -2.8361]], "e_lumo_ev": -5.344, "e_homo_ev": -11.300, "homo_lumo_gap_ev": 6.0, "charge": 1}